This record from OMol25 describes 2 unconnected molecules or ions with the total composition C4H10N2Si. The level of theory is ωB97M-V/def2-TZVPD.

Bonds (Å) are listed after each position.
Element x y z (Å)
1 Si 0.13389 0.81654 1.88063  C6 1.969, H8 1.431, H16 1.418, H17 1.593
2 N 1.14240 0.32662 -0.58012  N3 1.279, C6 1.356
3 N 2.13911 -0.46244 -0.72002  N2 1.279, H10 1.060
4 C -0.29289 -2.19054 -1.00378  C7 1.344, H9 1.173, H13 1.058
5 C -1.11442 1.61078 -0.79274  H11 1.078, H14 1.196, H15 1.077
6 C 0.02001 -0.01655 0.09975  Si1 1.969, N2 1.356, C7 1.477
7 C -0.60398 -1.35099 -0.00095  C4 1.344, C6 1.477, H12 1.093
8 H -1.16128 0.67172 2.47182  Si1 1.431
9 H 0.40967 -2.00529 -1.92511  C4 1.173
10 H 2.99059 0.05552 -1.08004  N3 1.060
11 H -2.17662 1.50024 -0.64594  C5 1.078
12 H -1.32897 -1.63450 0.76681  C7 1.093
13 H -0.70710 -3.16414 -1.01656  C4 1.058
14 H -0.54224 2.55083 -0.32411  C5 1.196
15 H -0.75892 1.22061 -1.73198  C5 1.077
16 H 0.80118 2.05377 1.69191  Si1 1.418
17 H 1.04957 0.01779 2.91045  Si1 1.593

For the total energy, the calculation gives -557.2018 Eh. As for the charge: 0. The gap between HOMO and LUMO is 8.58 eV. The maximum force comes out at 5.06 eV/Å.